No. 1
ORCA calculation (the ωB97M-V functional and the def2-TZVPD basis) on a cluster of 4 separate species, C26H45N3O6 in total in a non-equilibrium geometry.

```
80
Properties=species:S:1:pos:R:3:forces:R:3
C 2.32897 1.45039 0.66428 -0.42 0.45 -0.55
C 1.10482 2.33944 0.42416 0.44 0.17 0.32
O 0.67500 3.08595 1.27364 -0.04 -0.52 -0.54
N 0.47257 2.19878 -0.86675 0.10 0.02 0.64
C -0.44687 1.02601 -0.73655 0.44 0.37 -0.43
C -1.27386 0.75670 -2.00785 -0.13 -0.72 0.58
C -2.77190 0.48023 -1.64934 0.55 -0.38 -0.96
C -3.80366 1.15326 -2.60029 0.55 0.17 0.44
C -4.44835 2.41750 -2.04178 0.08 -1.00 -0.70
C -5.78192 2.43566 -1.75763 -1.06 0.56 -0.19
C -6.74126 1.28455 -1.93802 -0.04 -1.23 2.02
C -6.68074 0.28605 -0.70811 1.94 2.05 0.58
C -5.76221 0.75110 0.46390 1.78 -3.62 -1.22
O -5.49047 -0.39154 -0.55688 -1.02 -0.54 -0.82
C -6.35977 3.64701 -1.27529 -0.37 -0.90 -0.24
C -5.62258 4.75161 -1.10525 -0.02 1.22 0.47
C -4.23814 4.76510 -1.36733 -1.16 0.52 0.39
N -3.56027 5.93765 -1.15804 0.58 -1.12 -0.29
C -2.30520 5.79917 -1.43210 0.59 1.17 0.16
O -1.50451 6.89516 -1.22212 -0.28 -0.13 -0.31
C -1.67938 4.61814 -1.92926 0.06 -0.11 -0.13
N -2.34381 3.53081 -2.15835 -0.05 0.45 0.12
C -3.67223 3.59194 -1.84759 0.49 -0.63 -0.25
H 2.56332 1.34566 1.72299 -0.02 0.20 -0.14
H 3.17659 1.90208 0.13156 -0.02 -0.07 0.21
H 2.18142 0.46737 0.21556 0.01 0.12 0.10
H 1.19764 2.00696 -1.55396 -0.09 -0.29 0.04
H 0.13695 0.12730 -0.48546 -0.17 0.10 -0.01
H -1.05557 1.22807 0.14585 -0.17 0.04 -0.32
H -0.87168 -0.17007 -2.44224 -0.09 0.20 -0.06
H -1.15251 1.52429 -2.77155 -0.10 0.16 0.38
H -2.89817 -0.60161 -1.77747 -0.20 0.17 0.24
H -2.94715 0.67565 -0.58933 -0.12 0.21 -0.17
H -3.27987 1.37068 -3.54068 -0.16 0.10 0.14
H -4.56561 0.40702 -2.81825 -0.03 0.25 0.00
H -6.54738 0.67562 -2.82111 -0.35 0.23 -0.12
H -7.77730 1.62131 -1.84235 0.13 0.26 -0.79
H -7.60456 -0.21590 -0.42168 0.12 -0.09 -0.11
H -5.58492 0.05807 1.29285 -1.40 1.01 0.87
H -4.78493 1.18680 0.26542 -0.91 1.76 0.21
H -7.42411 3.70171 -1.06120 0.10 -0.18 -0.05
H -6.10305 5.66208 -0.75720 0.25 -0.02 -0.02
H -0.93308 6.98559 -1.99343 0.22 0.03 0.22
H -0.60906 4.63329 -2.12723 -0.11 -0.08 0.07
C -2.68827 -0.79027 3.51168 -0.19 0.09 -0.09
C -1.92010 -1.47689 2.39261 0.30 0.08 0.59
C -1.12063 -2.66062 2.91578 0.04 -0.15 -0.18
O -1.04113 -0.54091 1.76866 -0.15 -0.15 -0.20
H -2.00206 -0.40249 4.26979 0.03 -0.10 0.02
H -3.24987 0.06111 3.12371 -0.02 -0.04 -0.03
H -3.38544 -1.47809 3.99332 0.02 0.01 0.02
H -2.61682 -1.81584 1.62392 0.09 0.12 -0.13
H -0.38436 -2.33188 3.65552 -0.10 0.04 0.07
H -0.56897 -3.13781 2.10432 -0.06 -0.01 -0.02
H -1.77071 -3.40400 3.37995 0.03 0.01 0.03
H -0.41721 -0.22934 2.43431 -0.06 0.05 0.03
C 4.45753 -3.15516 2.09845 0.00 -0.16 -0.11
C 4.69511 -1.71938 1.66062 -0.25 -0.15 0.56
C 5.28100 -0.88498 2.78905 0.08 0.17 -0.08
O 3.46036 -1.14029 1.22770 0.26 -0.13 -0.25
H 3.74359 -3.19609 2.92748 0.07 0.10 0.06
H 4.02939 -3.73793 1.28159 0.08 0.02 -0.04
H 5.38628 -3.63035 2.41499 -0.01 -0.01 -0.02
H 5.37135 -1.70518 0.80603 -0.13 0.03 -0.09
H 4.59481 -0.85015 3.64085 0.02 -0.12 0.01
H 5.43750 0.14437 2.46243 0.04 -0.03 -0.03
H 6.23487 -1.29233 3.12753 -0.02 0.00 0.02
H 2.85281 -1.14854 1.97545 0.02 -0.05 0.01
C 7.03456 -5.88452 -0.66940 -0.22 -0.05 0.06
C 7.08107 -4.40842 -1.03327 0.58 -0.31 0.11
C 8.22873 -4.11095 -1.98598 -0.05 0.19 -0.12
O 7.22407 -3.62538 0.15227 -0.30 0.20 -0.01
H 7.95669 -6.18670 -0.16487 0.06 0.03 -0.10
H 6.21259 -6.08259 0.02002 -0.03 0.02 -0.05
H 6.90384 -6.50700 -1.55596 0.03 -0.01 0.02
H 6.13660 -4.11413 -1.49346 -0.02 0.12 0.15
H 9.18830 -4.35760 -1.52283 -0.04 -0.12 0.01
H 8.25565 -3.04871 -2.23219 -0.05 -0.02 -0.02
H 8.13303 -4.68118 -2.91131 0.03 0.00 0.01
H 8.05464 -3.87245 0.57267 0.01 -0.02 -0.03
```
Positions in Å, forces in eV/Å.

As for the total charge: 0. The structure (SMILES) is CC(=O)NCCCCc1c(C[C@@H]2CO2)ccc2nc(O)cnc12.CC(C)O.CC(C)O.CC(C)O. The HOMO energy comes out at -8.424 eV. The HOMO-LUMO gap is 8.737 eV.

=====

No. 2
ORCA calculation (the ωB97M-V functional and the def2-TZVPD basis) on a structure of composition C26H45N3P2Y in a non-equilibrium geometry.

```
77
Properties=species:S:1:pos:R:3:forces:R:3
Y -0.31222 0.12013 0.52683 0.91 3.85 -1.70
C -1.78372 -1.66878 0.49906 1.81 -1.83 2.20
C -0.44530 -2.18361 0.05464 -0.57 0.51 4.13
C -0.21326 -1.35499 2.30829 -1.38 -2.39 -1.78
C -1.63783 -1.23141 1.89989 1.42 -2.28 -0.83
C 0.54534 -1.97301 1.18749 -3.79 -1.13 0.40
C -3.07006 -1.95962 -0.20994 -0.69 -0.22 -0.36
H -2.99034 -1.94820 -1.31418 0.16 0.02 0.52
H -3.88913 -1.26380 0.04524 0.45 -0.24 0.01
H -3.43783 -2.97469 0.06021 0.28 0.51 -0.12
C -2.74683 -0.94937 2.82922 -0.95 0.43 1.04
H -3.73889 -0.90585 2.35090 0.50 -0.09 0.01
H -2.63046 -0.01141 3.40019 0.00 -0.45 -0.29
H -2.81630 -1.74666 3.59219 0.12 0.20 -0.35
C 0.31447 -1.15876 3.68182 0.29 0.19 1.12
H 0.31347 -2.11738 4.24458 0.00 0.40 -0.38
H -0.29066 -0.45463 4.27840 0.15 -0.30 -0.37
H 1.35549 -0.77886 3.72625 -0.52 -0.23 -0.21
C 1.76532 -2.76818 1.48209 1.26 -0.77 0.03
H 1.46088 -3.75313 1.89378 -0.01 0.45 -0.20
H 2.40091 -2.32042 2.26795 -0.44 -0.06 -0.35
H 2.45470 -3.01556 0.64750 -0.60 0.40 0.17
C -0.42167 -3.30034 -0.86748 0.06 -1.73 -1.76
H -0.95573 -4.15989 -0.40877 0.19 0.40 -0.09
H 0.57558 -3.70082 -1.10335 -0.21 0.42 0.00
H -0.96321 -3.12539 -1.82119 0.43 0.04 0.40
C 0.76414 0.67282 -3.02186 -0.48 0.42 0.15
C 0.06732 -0.44928 -3.21117 -0.97 0.20 0.36
C 0.32778 -1.39721 -4.33695 -0.77 -0.05 -0.70
C 1.61685 -2.21171 -4.09778 0.29 -0.59 -0.49
C 2.32848 -1.85960 -2.82423 1.69 -0.47 0.25
C 3.04676 -0.72881 -2.70411 0.93 -1.13 0.13
C 3.13795 0.29235 -3.78879 0.74 0.12 -0.44
C 1.85274 1.13008 -3.94227 -0.07 0.90 -0.40
H 0.40565 -0.84141 -5.28441 0.08 -0.11 0.28
H 2.29460 -2.02350 -4.94741 -0.07 0.13 0.33
H -0.54494 -2.06867 -4.48184 0.52 0.36 0.22
H 1.50689 1.09631 -4.98546 0.05 -0.08 0.26
H 0.67405 1.36104 -2.16188 -0.57 -0.53 -0.08
H -0.74069 -0.83045 -2.55408 0.53 0.71 0.10
H 2.07125 2.20123 -3.75608 -0.13 -0.57 0.00
H 4.03151 0.92770 -3.64935 -0.54 -0.12 0.16
H 3.79334 -0.62751 -1.89973 -0.71 -0.09 -0.03
H 3.34392 -0.20598 -4.74927 -0.17 -0.05 0.25
H 1.43910 -3.29810 -4.18788 -0.16 0.47 0.41
H 2.49326 -2.66836 -2.08402 -0.36 0.68 -0.32
P -2.19389 1.68154 -0.13668 -2.86 1.44 -0.38
C -3.61113 1.65320 1.00578 -0.75 0.07 0.61
H -4.28383 2.46397 0.69799 0.08 -0.13 -0.02
H -3.37677 1.82261 2.06435 0.14 -0.10 -0.45
H -4.18906 0.71815 0.93573 0.36 0.30 -0.09
C -1.85029 3.45253 -0.19630 0.27 1.06 -0.12
H -2.81036 3.97526 -0.34147 0.32 -0.13 0.03
H -1.19569 3.72887 -1.03931 -0.20 -0.22 0.22
H -1.39144 3.84612 0.72495 -0.18 -0.35 -0.23
C -3.13558 1.45230 -1.65072 -0.68 0.09 -1.17
H -2.56398 1.70699 -2.55373 0.00 -0.14 0.25
H -4.00082 2.13553 -1.61560 0.24 -0.23 -0.08
H -3.53247 0.42974 -1.77718 0.30 0.38 0.20
P 1.85728 1.31169 1.00277 2.87 1.62 2.42
C 3.24715 0.27857 1.55420 1.54 -0.70 -0.33
H 4.16056 0.86977 1.38895 -0.06 -0.27 0.13
H 3.38161 -0.69691 1.08164 -0.10 0.30 -0.35
H 3.19721 0.05724 2.64196 -0.28 0.42 -0.69
C 2.39782 2.75624 0.07407 1.19 0.82 -1.17
H 3.03465 2.49528 -0.77935 -0.29 0.00 -0.10
H 3.02716 3.39520 0.71671 -0.27 -0.29 -0.18
H 1.57118 3.39802 -0.28948 0.20 -0.58 0.22
C 1.96241 2.21475 2.58123 -0.29 0.68 1.22
H 3.01722 2.50758 2.73176 -0.33 -0.19 -0.23
H 1.67138 1.61983 3.45277 -0.13 0.07 -0.29
H 1.38146 3.13873 2.57751 -0.14 -0.16 -0.01
N -0.85296 1.45590 2.51269 -0.64 1.50 0.62
C -1.33132 2.06640 3.43149 0.45 -1.54 -0.58
N -1.89912 2.66276 4.40177 0.22 -0.16 -0.14
C -2.12620 2.07840 5.59613 0.20 -0.63 0.16
N -2.31485 1.55742 6.62230 0.15 0.75 -1.21
```
Positions in Å, forces in eV/Å.

As for the total charge: +1. The HOMO energy comes out at -11.108 eV. The HOMO-LUMO gap is 7.696 eV.

=====

No. 3
ORCA calculation (the ωB97M-V functional and the def2-TZVPD basis) on a cluster of 9 separate species, C26H46Br16O4 in total in a non-equilibrium geometry.

```
92
Properties=species:S:1:pos:R:3:forces:R:3
C 2.79407 4.54805 0.94005 -0.22 -0.38 -0.79
C 1.47195 5.44158 0.78377 0.25 0.34 1.41
O 1.59446 6.53145 -0.16691 0.16 -1.55 -0.49
C 1.61723 6.00494 -1.52224 0.25 0.47 -0.12
C 2.98061 6.48526 -2.23609 -0.67 0.62 -0.40
C 3.02348 6.11782 -3.78601 -0.27 -1.03 -0.27
C 2.60639 4.96272 -4.50279 1.64 3.34 1.32
C 1.97321 3.63544 -3.89313 -0.13 -0.21 -0.93
C 0.36622 3.61823 -3.82581 -0.14 -0.69 0.80
C 2.96453 5.38856 -5.99466 -2.07 -2.83 -1.62
O 2.42432 4.84994 -6.99719 2.99 2.77 3.71
O 3.92853 6.46623 -6.00501 -2.72 -0.42 0.87
C 3.63951 7.19005 -4.78508 0.77 1.70 0.72
O 3.90108 8.40082 -4.64258 -1.03 -5.19 -0.58
H 2.90000 3.83520 0.03925 -0.14 0.98 1.36
H 3.76754 5.15181 0.98156 -1.60 -0.53 0.03
H 2.75427 3.88821 1.86709 -0.18 1.01 -1.27
H 1.27410 5.93253 1.81077 0.24 -0.62 -1.71
H 0.53074 4.85006 0.51232 1.40 0.40 0.43
H 1.49435 4.87074 -1.47055 0.28 1.58 -0.32
H 0.72550 6.46732 -2.08001 1.28 -0.77 0.63
H 3.92038 6.16024 -1.65090 -1.50 0.14 -1.09
H 2.97764 7.64113 -2.16738 0.03 -1.85 -0.18
H 2.38415 3.45677 -2.84446 -0.38 0.51 -1.44
H 2.28092 2.70905 -4.51355 -0.30 1.77 0.77
H -0.14784 4.09383 -4.72424 0.85 -0.55 1.36
H 0.05842 2.50257 -3.78502 0.41 1.82 -0.17
H -0.01738 4.05895 -2.82787 0.64 -0.41 -1.79
Br 4.75125 1.98917 2.02619 0.01 -0.21 0.13
C 3.82241 0.67015 3.11959 0.29 -0.01 -0.06
C 2.75298 -0.04073 2.32894 -0.23 -0.10 0.15
Br 1.17346 1.08114 2.10567 0.06 -0.04 -0.09
H 3.43604 1.19600 3.99291 -0.05 -0.12 -0.17
H 4.59615 -0.03145 3.43668 -0.12 0.01 -0.06
H 2.40087 -0.92350 2.86608 0.10 0.11 0.04
H 3.07798 -0.33447 1.33070 0.04 0.11 0.17
Br 7.87851 2.18957 -0.08986 0.04 0.09 0.08
C 9.24679 2.79867 1.15823 0.06 -0.03 -0.29
C 9.64143 1.70366 2.11845 0.05 0.06 0.28
Br 8.29735 1.46105 3.50870 0.08 -0.07 -0.08
H 8.85245 3.68599 1.65379 0.06 -0.20 0.01
H 10.09424 3.08393 0.53250 -0.05 -0.07 0.11
H 10.55546 1.97090 2.65140 -0.09 0.03 -0.10
H 9.77783 0.73585 1.63593 -0.06 0.20 -0.01
Br 3.50601 -4.25912 3.10659 -0.06 -0.03 0.05
C 1.70364 -4.82110 2.62065 0.18 -0.01 -0.20
C 0.74099 -3.66090 2.65645 -0.30 -0.07 0.16
Br 0.24857 -3.20638 4.48600 0.20 0.17 -0.06
H 1.42909 -5.63042 3.29742 -0.03 0.20 -0.06
H 1.79269 -5.21550 1.60696 -0.05 0.08 0.09
H -0.19840 -3.92475 2.16725 0.11 -0.01 0.04
H 1.14003 -2.75498 2.20001 0.00 -0.19 0.04
Br -1.76201 1.71301 -9.84376 -0.09 0.06 0.04
C -0.63387 3.18934 -9.25117 0.01 -0.09 -0.18
C 0.58734 2.68867 -8.52225 0.16 0.12 0.08
Br 0.14599 2.12467 -6.70939 0.01 -0.18 -0.37
H -1.26017 3.84370 -8.64430 0.22 -0.19 -0.05
H -0.34811 3.71252 -10.16548 0.06 -0.05 0.12
H 1.31727 3.48934 -8.40013 -0.15 -0.05 0.02
H 1.06498 1.83997 -9.01222 -0.18 0.10 0.02
Br -2.65697 -5.18176 3.23708 -0.21 -0.15 -0.12
C -3.96277 -5.06918 4.67963 0.15 0.25 0.01
C -3.53576 -5.89061 5.87015 -0.12 -0.14 0.16
Br -3.84097 -7.79147 5.56462 0.01 0.10 0.02
H -4.92250 -5.37717 4.26431 0.17 -0.04 0.10
H -4.00767 -4.01016 4.93976 0.03 -0.13 0.03
H -4.14000 -5.64317 6.74469 0.03 0.01 -0.13
H -2.48079 -5.77372 6.11886 -0.15 0.05 -0.14
Br -2.53999 6.18249 -8.21712 -0.13 0.04 0.04
C -3.63266 5.60870 -9.72623 0.26 0.01 -0.05
C -4.59802 6.68924 -10.14553 -0.28 -0.05 -0.06
Br -6.11093 6.79999 -8.92180 0.10 0.07 -0.03
H -4.12426 4.68214 -9.42878 0.01 0.19 -0.05
H -2.92188 5.39649 -10.52699 -0.11 0.05 0.04
H -5.03563 6.45748 -11.11794 0.10 -0.04 0.10
H -4.14603 7.68043 -10.18296 0.01 -0.20 0.05
Br -5.93775 -9.15688 8.98927 0.01 0.11 0.23
C -7.53997 -8.04975 9.01986 0.01 -0.32 -0.12
C -7.42530 -6.89621 8.05473 -0.15 0.19 0.02
Br -6.27852 -5.48890 8.76610 0.03 -0.04 -0.08
H -7.69031 -7.73571 10.05291 0.05 0.04 -0.20
H -8.35216 -8.71706 8.72593 0.07 0.12 -0.04
H -8.39672 -6.42201 7.90486 0.08 -0.08 0.06
H -7.01323 -7.18352 7.08687 -0.01 -0.07 0.19
Br -7.67519 -13.42124 7.56578 -0.01 0.02 -0.11
C -6.35380 -13.31143 6.13728 0.01 -0.19 0.21
C -5.56502 -12.02833 6.21858 0.07 0.16 -0.22
Br -6.60158 -10.51757 5.55593 -0.01 -0.09 -0.02
H -6.89197 -13.42800 5.19650 0.11 0.12 0.13
H -5.70154 -14.17355 6.28690 -0.02 0.14 -0.02
H -4.68674 -12.07509 5.57247 -0.11 -0.05 0.05
H -5.25099 -11.77797 7.23236 -0.13 -0.08 -0.11
```
Positions in Å, forces in eV/Å.

As for the total charge: 0. The structure (SMILES) is CCOCCC1=C(CC)C(=O)OC1=O.BrCCBr.BrCCBr.BrCCBr.BrCCBr.BrCCBr.BrCCBr.BrCCBr.BrCCBr. The HOMO energy comes out at -9.697 eV. Its energy above the lowest of the compared OMol25 structures with the same formula, charge and spin is 3.286 eV. The HOMO-LUMO gap is 8.990 eV.